No. 1
{
  "formula": "C21H33BaBr2NO5PS3",
  "method": "ωB97M-V with the def2-TZVPD basis set",
  "e_lumo_ev": [3.898, 3.534],
  "relative_energy_kcal_mol": 272.4,
  "homo_lumo_gap_ev": [4.85, 4.48],
  "total_energy_ha": -7960.2791,
  "multiplicity": 2,
  "e_homo_ev": [-0.950, -0.949],
  "total_charge": -2,
  "symbols": ["Ba", "C", "C", "C", "C", "C", "C", "C", "C", "C", "C", "H", "H", "H", "H", "H", "H", "H", "H", "H", "H", "H", "H", "H", "H", "H", "C", "C", "O", "P", "S", "S", "O", "C", "C", "H", "H", "H", "H", "H", "H", "H", "H", "H", "H", "Br", "C", "Br", "H", "H", "N", "C", "C", "C", "C", "C", "C", "S", "O", "O", "O", "H", "H", "H", "H", "H", "H"],
  "coordinates": [[-0.035, 1.371, 0.125], [2.645, -2.258, 1.564], [3.478, -1.816, 0.441], [3.981, -0.590, 0.756], [3.482, -0.229, 2.075], [2.649, -1.277, 2.538], [1.950, -1.297, 3.865], [3.967, 0.951, 2.825], [4.886, 0.312, -0.022], [3.634, -2.601, -0.823], [1.916, -3.560, 1.587], [2.604, -1.701, 4.645], [1.055, -1.917, 3.819], [1.649, -0.281, 4.120], [3.492, 1.027, 3.797], [3.715, 1.862, 2.276], [5.057, 0.906, 2.913], [5.788, 0.524, 0.557], [4.378, 1.264, -0.198], [5.189, -0.131, -0.970], [4.120, -3.568, -0.655], [4.230, -2.052, -1.552], [2.657, -2.817, -1.271], [1.732, -3.893, 2.609], [2.463, -4.345, 1.060], [0.940, -3.462, 1.097], [-4.859, -2.314, -0.753], [-3.487, -2.090, -1.367], [-3.231, -0.723, -1.597], [-2.349, 0.203, -0.588], [-2.124, 2.052, -0.936], [-1.034, -0.948, 0.252], [-3.474, 0.110, 0.720], [-4.121, 1.219, 1.280], [-3.663, 1.467, 2.711], [-5.055, -3.380, -0.622], [-5.618, -1.872, -1.399], [-4.892, -1.822, 0.217], [-3.404, -2.600, -2.338], [-2.726, -2.533, -0.715], [-5.204, 1.039, 1.243], [-3.938, 2.122, 0.689], [-3.856, 0.590, 3.331], [-4.219, 2.315, 3.115], [-2.596, 1.701, 2.762], [0.738, 2.022, 2.774], [1.081, 4.869, 0.996], [2.575, 3.476, 0.350], [1.146, 4.709, 2.078], [0.176, 4.307, 0.649], [1.335, 0.189, -1.115], [0.356, 0.590, -2.063], [0.266, 1.871, -2.519], [-0.791, 2.237, -3.367], [-1.718, 1.294, -3.844], [-1.526, -0.043, -3.465], [-0.562, -0.358, -2.494], [-3.447, 1.702, -4.224], [-3.412, 3.084, -4.684], [-4.209, 1.562, -2.995], [-3.853, 0.724, -5.225], [1.995, -0.456, -1.548], [0.696, -0.451, -0.593], [0.983, 2.617, -2.190], [-0.971, 3.274, -3.621], [-2.215, -0.779, -3.852], [-0.412, -1.396, -2.225]],
  "forces_ev_per_a": [[5.5, 8.2, 9.6], [-0.1, 0.1, 0.2], [0.1, 0.2, -0.2], [0.1, -0.1, -0.3], [0.2, -0.4, 0.1], [-0.1, -0.1, 0.1], [0.2, -0.1, -0.3], [-0.3, 0.0, -0.2], [-0.2, -0.1, 0.1], [0.0, 0.1, 0.1], [-0.1, 0.1, 0.0], [0.0, 0.0, 0.1], [-0.1, 0.0, 0.1], [-0.1, -0.1, 0.1], [0.1, 0.0, 0.1], [0.0, 0.1, 0.0], [0.1, 0.0, 0.1], [0.1, 0.1, 0.0], [0.1, 0.0, -0.1], [0.0, 0.0, -0.1], [0.0, 0.0, 0.0], [0.0, 0.0, 0.0], [0.0, 0.0, -0.1], [0.0, 0.0, 0.0], [0.0, 0.0, 0.0], [0.0, 0.0, 0.0], [0.1, 0.4, -0.2], [0.0, -0.9, 0.1], [0.6, 1.1, 0.2], [-7.2, -2.6, 1.6], [-5.2, 2.1, -2.1], [-0.3, -4.6, 1.7], [0.8, 0.0, -1.1], [-0.3, 0.5, 0.2], [-0.1, -0.1, -0.2], [0.0, 0.0, -0.1], [-0.1, -0.1, 0.1], [-0.1, 0.0, 0.0], [-0.1, 0.2, 0.1], [0.0, 0.1, -0.1], [0.1, -0.1, 0.0], [-0.1, -0.1, 0.0], [0.0, 0.0, 0.0], [0.0, 0.0, 0.1], [0.0, 0.0, 0.0], [-0.2, -0.2, 2.2], [0.0, 0.3, -0.7], [-0.1, 0.5, -0.3], [0.0, -0.3, -0.2], [0.3, 0.1, 0.3], [2.7, -3.0, -2.7], [0.9, -1.4, -3.8], [0.1, 1.2, -2.2], [-0.1, -0.4, -0.5], [0.1, -0.6, 1.5], [0.6, 0.7, 0.0], [0.0, -0.4, -2.5], [-0.9, 0.8, -0.9], [0.4, 0.0, -0.2], [0.4, -0.2, 0.0], [0.4, -0.2, -0.2], [0.2, 0.3, 0.0], [1.4, -1.4, 0.0], [0.0, 0.1, 0.1], [0.1, 0.1, 0.1], [0.0, -0.1, 0.1], [-0.1, 0.1, 0.1]],
  "mulliken_charge": [1.74, 0.67, 0.52, 0.68, 0.68, 0.28, -1.79, -1.38, -1.57, -1.66, -1.40, 0.29, 0.38, 0.36, 0.40, 0.15, 0.37, 0.34, 0.14, 0.38, 0.41, 0.35, 0.30, 0.47, 0.35, 0.13, -1.22, -0.26, -0.03, 0.06, -0.38, -0.51, -0.29, -0.33, -1.06, 0.41, 0.32, 0.17, 0.33, 0.35, 0.30, 0.30, 0.27, 0.40, 0.15, -0.70, -0.58, -0.33, 0.20, -0.13, -0.10, -1.69, 0.19, -0.21, -0.44, -0.29, 0.04, 1.40, -0.78, -0.57, -0.77, 0.30, 0.06, 0.55, 0.50, 0.49, 0.27]
}


No. 2
{
  "formula": "C15H30ClCrF9N2O17S3",
  "method": "ωB97M-V with the def2-TZVPD basis set",
  "e_lumo_ev": [-0.534, 1.129],
  "homo_lumo_gap_ev": [6.25, 7.91],
  "total_energy_ha": -5575.9537,
  "multiplicity": 4,
  "e_homo_ev": [-6.785, -6.785],
  "total_charge": -1,
  "symbols": ["Cr", "C", "F", "F", "F", "S", "O", "O", "O", "C", "F", "F", "F", "S", "O", "O", "O", "C", "F", "F", "F", "S", "O", "O", "O", "Cl", "O", "O", "O", "O", "C", "O", "C", "C", "N", "C", "C", "O", "C", "H", "H", "H", "H", "H", "H", "H", "H", "H", "H", "H", "H", "H", "H", "H", "C", "O", "C", "C", "N", "C", "C", "O", "C", "H", "H", "H", "H", "H", "H", "H", "H", "H", "H", "H", "H", "H", "H", "H"],
  "coordinates": [[0.004, -0.024, 0.590], [-2.926, -0.936, -4.329], [-4.065, -0.988, -4.860], [-3.017, -1.322, -3.046], [-2.215, -1.786, -5.079], [-2.100, 0.830, -4.468], [-3.155, 1.800, -4.080], [-0.934, 0.762, -3.557], [-1.721, 0.931, -5.918], [2.350, 3.824, 1.992], [3.244, 2.962, 1.442], [2.904, 4.558, 2.936], [2.051, 4.617, 0.908], [0.788, 2.735, 2.585], [1.223, 2.330, 3.928], [-0.340, 3.661, 2.525], [0.710, 1.614, 1.619], [-0.339, -1.227, 5.128], [-1.661, -1.332, 4.968], [-0.023, -0.005, 5.521], [0.005, -2.093, 6.097], [0.592, -1.821, 3.520], [2.038, -1.737, 3.788], [0.121, -3.206, 3.327], [0.212, -0.947, 2.414], [2.105, -1.811, -4.503], [2.437, -0.771, -3.523], [2.984, -1.566, -5.602], [2.312, -3.075, -3.870], [0.754, -1.626, -4.921], [-2.426, -2.428, 1.472], [-1.399, -1.855, 0.532], [-1.468, -2.566, -0.733], [-0.308, -1.934, -1.635], [0.786, -1.324, -0.874], [1.576, -2.362, -0.242], [2.804, -1.765, 0.446], [2.491, -0.570, 1.130], [3.478, -0.052, 1.998], [-3.436, -2.258, 1.100], [-2.446, -1.859, 2.401], [-2.189, -3.491, 1.516], [-2.442, -2.505, -1.219], [-1.332, -3.646, -0.674], [-0.831, -1.233, -2.284], [0.019, -2.669, -2.371], [1.281, -1.044, -1.709], [1.908, -3.122, -0.949], [1.071, -2.986, 0.496], [3.564, -1.556, -0.307], [3.213, -2.419, 1.215], [4.065, 0.647, 1.401], [4.133, -0.813, 2.423], [2.927, 0.470, 2.781], [2.662, 1.642, -1.409], [1.343, 1.460, -0.888], [0.610, 2.616, -1.207], [-0.850, 2.409, -1.004], [-1.210, 0.988, -0.796], [-2.669, 0.852, -0.672], [-2.915, 1.227, 0.857], [-1.841, 0.748, 1.652], [-2.109, 1.087, 3.023], [3.085, 2.573, -1.031], [2.731, 1.723, -2.494], [3.247, 0.783, -1.078], [0.766, 2.991, -2.219], [0.799, 3.468, -0.554], [-1.358, 2.742, -1.909], [-1.187, 3.079, -0.213], [-1.029, 0.751, -1.761], [-3.004, -0.184, -0.724], [-3.306, 1.430, -1.341], [-3.831, 0.782, 1.244], [-2.868, 2.310, 0.967], [-2.231, 2.170, 3.053], [-1.237, 0.701, 3.550], [-2.976, 0.638, 3.508]],
  "forces_ev_per_a": [[-0.8, -0.5, 0.2], [3.4, 1.6, -0.8], [-4.1, 0.6, -0.9], [0.2, -0.4, 0.3], [1.0, -0.4, 1.0], [0.2, 1.1, -3.2], [1.2, -1.6, 0.3], [-1.2, -0.1, -0.1], [-1.0, -0.6, 3.4], [-0.9, -1.2, -2.1], [0.1, 0.2, 1.1], [-0.3, -0.4, -0.2], [-0.3, 0.1, 1.4], [0.8, 1.4, 1.8], [-0.6, 0.2, -2.0], [1.0, -1.0, -0.4], [0.3, 1.0, 0.3], [0.9, -1.1, -0.5], [-0.1, 0.2, -0.2], [-0.1, 0.0, -0.2], [0.0, 0.4, -0.4], [2.7, -3.0, 0.5], [-2.3, 0.3, 0.4], [-0.1, 2.1, 0.5], [-1.1, 0.9, 0.0], [0.6, 2.6, -0.1], [-0.5, 0.0, 1.1], [0.4, -1.0, -0.5], [-0.1, -1.1, 0.1], [-0.7, -0.7, 0.1], [0.8, 1.1, -0.9], [-1.4, -0.8, -0.1], [1.8, 0.6, -0.7], [-3.6, -1.0, 0.0], [-1.4, -0.8, 0.0], [1.5, -1.0, 1.4], [0.6, 0.3, 0.2], [-1.2, -0.3, -0.8], [-0.1, 0.5, -0.4], [0.0, -0.2, -0.7], [0.9, -0.4, 0.1], [-0.1, 0.2, 0.6], [0.0, 0.7, 0.1], [0.4, -0.1, 1.0], [0.6, 0.6, 0.2], [0.6, -0.2, 0.3], [1.4, 1.5, -0.3], [0.2, 0.3, -0.6], [-0.9, 0.6, 0.1], [0.3, 0.0, -0.2], [0.0, -0.6, -0.3], [0.3, 0.1, 0.2], [-0.2, -0.2, 0.0], [0.3, 0.0, 0.1], [0.7, -0.4, 0.4], [0.3, 0.6, -1.1], [-0.3, 1.0, 0.2], [-1.2, 0.8, 0.3], [0.1, 0.6, -0.8], [-0.5, -0.6, 3.6], [0.1, 0.3, -1.6], [-0.9, -0.8, 0.1], [1.2, 0.1, 0.1], [0.1, -0.1, 0.4], [-0.6, -0.4, -0.1], [0.0, 0.2, -0.1], [0.4, -0.6, -0.2], [1.0, -0.2, 0.1], [-0.3, -0.2, -0.1], [-0.2, -0.5, 0.4], [0.5, -1.3, -1.1], [0.5, -0.1, -0.5], [0.6, 0.3, -0.2], [-0.2, 0.3, -0.2], [-0.6, 0.1, 0.0], [0.3, 0.0, 0.4], [-0.1, 0.7, 0.1], [-0.3, -0.5, -0.7]],
  "mulliken_charge": [0.58, 0.68, -0.27, -0.24, -0.24, 1.15, -0.72, -0.73, -0.67, 0.49, -0.18, -0.21, -0.28, 1.27, -0.67, -0.73, -0.45, 0.57, -0.22, -0.17, -0.25, 1.40, -0.70, -0.70, -0.78, 1.82, -0.76, -0.73, -0.69, -0.59, -0.97, 0.99, -1.78, -0.36, 1.57, -0.71, -1.37, 1.05, -1.11, 0.32, 0.06, 0.32, 0.54, 0.53, -0.93, 1.08, -0.56, 0.44, 0.50, 0.39, 0.52, 0.16, 0.38, 0.23, -1.16, 0.66, -0.94, -1.09, 1.44, -0.78, -1.46, 1.23, -1.47, 0.41, 0.33, 0.05, 0.72, 0.12, 0.46, 0.58, -0.88, -0.03, 0.56, 0.56, 0.55, 0.42, 0.21, 0.26]
}


No. 3
{
  "formula": "C7H8N2O2",
  "method": "ωB97M-V with the def2-TZVPD basis set",
  "e_lumo_ev": 0.451,
  "relative_energy_kcal_mol": 0.8,
  "homo_lumo_gap_ev": 9.23,
  "total_energy_ha": -531.5578,
  "multiplicity": 1,
  "e_homo_ev": -8.780,
  "smiles": "C/C=C/c1cc(=O)[nH]c(O)n1",
  "symbols": ["C", "C", "C", "C", "C", "C", "O", "N", "C", "O", "N", "H", "H", "H", "H", "H", "H", "H", "H"],
  "coordinates": [[3.588, -0.087, 0.014], [2.106, 0.233, -0.003], [1.148, -0.697, -0.056], [-0.298, -0.364, 0.013], [-1.230, -1.356, 0.001], [-2.644, -1.077, -0.002], [-3.557, -1.866, 0.018], [-2.900, 0.305, -0.017], [-1.915, 1.228, -0.019], [-2.365, 2.488, -0.004], [-0.634, 0.977, -0.001], [4.058, 0.311, -0.879], [3.760, -1.160, 0.050], [4.082, 0.353, 0.898], [1.837, 1.270, 0.071], [1.379, -1.767, -0.154], [-0.973, -2.421, 0.054], [-3.874, 0.604, -0.030], [-1.569, 3.026, 0.045]],
  "forces_ev_per_a": [[-0.6, 0.1, 0.3], [0.6, -0.9, 0.2], [-0.3, 0.2, 0.2], [0.3, -0.2, -0.6], [0.1, -0.7, 0.3], [0.5, 0.3, 0.1], [-0.4, -0.2, 0.0], [-0.3, 0.4, -0.1], [0.6, -0.3, 0.3], [0.0, -0.3, -0.1], [-1.1, 0.1, 0.0], [0.2, 0.1, -0.1], [0.0, -0.1, -0.1], [-0.2, 0.0, -0.4], [-0.2, 0.3, 0.0], [0.0, 0.5, 0.2], [0.1, 0.6, -0.1], [0.4, -0.1, 0.0], [0.2, 0.4, 0.0]],
  "mulliken_charge": [-1.19, -0.01, -0.51, 0.72, -0.52, 0.19, -0.63, -0.04, 0.43, -0.50, -0.48, 0.30, 0.32, 0.31, 0.43, 0.24, 0.36, 0.23, 0.36]
}


No. 4
{
  "formula": "C6H13NO",
  "method": "ωB97M-V with the def2-TZVPD basis set",
  "e_lumo_ev": [4.108, 4.021],
  "relative_energy_kcal_mol": 30.3,
  "homo_lumo_gap_ev": [3.95, 7.49],
  "total_energy_ha": -366.3251,
  "multiplicity": 2,
  "e_homo_ev": [0.159, -3.468],
  "total_charge": -1,
  "symbols": ["C", "C", "C", "C", "C", "C", "N", "H", "H", "H", "H", "H", "H", "H", "H", "H", "H", "H", "H", "H", "O"],
  "coordinates": [[-0.883, 1.389, -0.800], [-1.392, 0.613, 0.430], [-0.746, -0.744, 0.628], [-1.429, -1.786, 0.160], [1.560, -1.613, 0.857], [0.583, -0.733, 1.194], [-0.808, 0.571, -1.998], [-1.555, 2.220, -1.000], [0.079, 1.866, -0.558], [-2.496, 0.491, 0.329], [-1.348, 1.180, 1.359], [-2.473, -1.814, -0.133], [-1.107, -2.853, 0.126], [2.514, -1.905, 1.292], [1.375, -2.278, -0.009], [0.672, 0.032, 1.966], [-1.662, 0.041, -2.091], [-0.003, -0.017, -2.110], [2.755, 1.264, 0.764], [2.222, 1.029, -0.666], [2.573, 1.696, -0.076]],
  "forces_ev_per_a": [[0.5, -0.2, 0.6], [-1.1, -0.3, 0.6], [1.1, 2.0, 0.8], [-1.1, -3.8, -1.2], [1.1, -2.0, -1.4], [-1.6, 0.9, 0.1], [-0.3, 1.1, -0.7], [-0.3, 0.2, 0.0], [-0.1, -0.4, -0.3], [0.4, -0.2, -0.3], [0.5, 0.5, 0.1], [-0.1, 0.9, -0.2], [0.5, 0.9, 0.4], [-0.2, 0.7, 0.6], [-0.2, 0.4, 0.4], [0.5, 0.1, -0.1], [0.2, -0.4, 0.0], [0.0, -0.3, 0.5], [-0.3, -0.4, -0.2], [-0.1, -0.5, 0.3], [0.5, 0.9, -0.1]],
  "mulliken_charge": [-0.61, -0.99, 0.40, -1.17, -1.10, -0.07, -0.64, 0.31, 0.23, 0.36, 0.43, 0.30, 0.28, 0.26, 0.20, 0.33, 0.27, 0.31, 0.33, 0.33, -0.75]
}